Entry 1:
Formula: C18H27N7O3S2Ti
Source: the Open Molecules 2025 dataset
Level of theory: ωB97M-V/def2-TZVPD

```
58
Properties=species:S:1:pos:R:3:forces:R:3:lowdin_spin:R:1
Ti -0.864907 0.014328 -0.728134 0.0863 2.2890 1.8913 1.075
N -0.910242 -0.371172 1.467686 -0.2859 -0.8065 0.4736 0.011
C -0.126058 0.479881 2.350851 0.0742 0.3232 0.3106 0.002
C -0.358680 1.897652 1.832376 -0.0047 -0.2111 0.5472 0.002
N -0.132754 1.842992 0.395846 0.6522 0.1653 0.0243 0.003
C -0.507161 3.046561 -0.329643 -0.3762 0.3431 -0.2030 0.003
C -2.000834 2.945382 -0.629904 0.2330 0.2965 0.0612 0.003
N -2.248195 1.630778 -1.220989 -0.6680 0.4780 -0.6682 0.022
H -0.737437 -1.364588 1.627261 -0.0822 0.2834 0.0235 0.001
H -1.904546 -0.169733 1.648205 0.2220 -0.1540 0.0482 0.003
H 0.937849 0.210055 2.281895 -0.2263 0.0553 0.0277 0.000
H -0.442789 0.398130 3.404360 0.1696 0.0424 -0.2772 0.000
H 0.300762 2.623291 2.332821 -0.1191 -0.0806 -0.1197 0.000
H -1.401340 2.173643 2.019675 0.1585 -0.0041 -0.0262 0.000
H 0.851097 1.639665 0.230155 -0.0978 0.2551 0.0977 0.001
H 0.045831 3.058835 -1.272732 0.0621 0.0474 0.0796 0.001
H -0.279222 3.961675 0.236815 0.0477 -0.1126 -0.1313 0.000
H -2.320029 3.765751 -1.281339 0.0046 -0.0742 0.1054 0.000
H -2.567474 3.009719 0.305157 0.0265 0.0107 -0.1925 0.000
H -2.382867 1.688264 -2.232534 0.0025 0.0004 0.3627 0.003
H -3.100133 1.240262 -0.775528 0.1944 0.2054 -0.2259 0.006
N -4.932583 -1.416093 1.805024 -0.2376 -0.3389 0.1640 0.019
C -4.009889 -0.829718 0.977880 0.3766 0.0801 -0.4096 0.029
S -3.816152 0.861547 1.217500 -0.3609 0.5662 0.2766 0.015
N -3.385975 -1.624235 0.160864 -1.0028 -1.1125 0.7266 0.004
N -2.423989 -1.207031 -0.694667 -0.5454 -0.4860 -0.5465 0.158
C -2.194652 -2.076903 -1.680246 -0.5199 -0.3137 0.0794 0.168
C -1.386511 -1.674613 -2.754333 -0.3217 -0.1706 -0.4500 0.102
C -1.111819 -2.484869 -3.875197 0.1334 0.1080 -0.1391 0.033
C -0.418539 -1.957774 -4.936173 -0.2599 -0.2919 0.3817 0.069
C -0.002788 -0.621562 -4.872679 -0.0698 0.5389 0.3215 0.069
C -0.276241 0.109971 -3.735084 0.1528 0.1142 -1.0251 0.039
N -0.941657 -0.377565 -2.683728 -0.0640 -1.0044 -1.5910 0.105
H -5.611127 -0.784507 2.200384 0.1064 -0.1225 -0.0558 0.001
H -5.254855 -2.335863 1.544405 0.0468 0.0459 -0.0284 0.000
H -2.710135 -3.033824 -1.677462 0.1090 0.0977 0.0573 0.010
H -1.463302 -3.507429 -3.871305 0.0038 -0.0195 -0.0320 -0.001
H -0.201062 -2.552249 -5.811076 0.0037 -0.0843 -0.0186 0.003
H 0.529863 -0.174976 -5.698122 0.0406 0.1113 0.0442 0.003
H 0.042675 1.143115 -3.660255 0.0912 -0.0508 0.0482 0.002
C 4.782513 -0.203239 4.014177 -0.0234 -0.0470 0.0114 0.000
C 4.104286 -0.363480 2.689573 -0.0680 0.0300 -0.1050 0.000
C 3.810673 0.745137 1.903752 0.0254 -0.1938 -0.0112 0.000
C 3.150751 0.594073 0.695501 -0.0024 -0.0256 -0.2672 0.000
C 2.754214 -0.664329 0.273982 -0.3564 0.2998 -0.2439 0.000
C 3.062615 -1.779788 1.033028 0.0011 -0.1535 -0.0922 0.000
C 3.743960 -1.630540 2.227105 -0.0230 0.1333 -0.0715 0.000
S 1.648470 -0.820885 -1.133056 1.9511 -0.5871 0.1357 0.003
O 2.308309 -1.516075 -2.196417 -0.1318 0.0339 0.2055 0.001
O 1.234748 0.561173 -1.434687 0.0623 0.1128 0.0124 0.013
O 0.480759 -1.519029 -0.544816 0.6174 -0.6414 -0.0196 0.018
H 5.007064 0.841713 4.206960 0.0329 0.0657 0.0935 0.000
H 5.712416 -0.766695 4.041701 0.0968 -0.0477 0.0495 0.000
H 4.140576 -0.579311 4.810438 0.0338 0.0192 0.0970 0.000
H 4.086026 1.733437 2.242316 0.0847 0.0798 0.0250 0.000
H 2.946862 1.443070 0.058630 -0.0193 0.1271 0.0496 0.000
H 2.756666 -2.750302 0.673176 -0.0322 -0.1704 0.0905 0.000
H 3.986962 -2.501721 2.820610 -0.0044 -0.0543 0.0284 0.000
```
Forces are in eV/Å.

Calculated values
HOMO-LUMO gap (alpha / beta), eV: 6.100 / 7.130
Spin multiplicity: 3
Total charge: 0
ΔE to the lowest compared entry with this formula, charge and spin, kcal per mole: 0.00

---

Entry 2:
Formula: C15H26AuBNO2S4Si
Source: the Open Molecules 2025 dataset
Level of theory: ωB97M-V/def2-TZVPD

```
51
Properties=species:S:1:pos:R:3:forces:R:3:lowdin_charge:R:1
Au 0.267126 -0.357531 -0.260432 0.3873 -0.2658 -0.3102 0.711
S 0.741961 -2.640564 -0.059847 0.7019 0.0125 0.1397 0.024
S 1.066952 -3.177595 -2.014995 -0.4514 0.2403 -0.1304 -0.145
S 2.345525 -1.772048 -2.958725 0.1425 -0.0802 0.4059 -0.191
S 2.134163 -0.010684 -1.905905 -0.3074 -0.0154 -0.3253 -0.129
C -3.520273 1.659596 -1.443309 0.0219 -0.0071 -0.0074 -0.177
Si -1.711412 1.447532 -1.934947 0.0359 -0.0113 -0.0250 0.359
C -1.587817 -0.215340 -2.787971 -0.0030 0.0141 -0.0084 -0.206
C -1.251780 2.754141 -3.205420 -0.0165 -0.0041 0.0113 -0.171
N -0.644122 1.486499 -0.567416 0.0448 0.0505 0.2191 -0.215
C -0.452511 2.563279 0.257359 0.0567 0.0303 0.0285 -0.360
C 0.525517 2.551292 1.272824 0.0286 0.0216 -0.0279 -0.062
C 0.714380 3.629047 2.118546 -0.0071 0.0187 -0.0086 -0.118
C -0.049972 4.783565 1.998925 0.0112 -0.0089 0.0292 -0.138
C -1.005713 4.826931 0.992563 -0.0142 0.0142 -0.0108 -0.119
C -1.204725 3.754043 0.141749 -0.0099 -0.0052 0.0122 -0.064
H -4.162068 1.510425 -2.316269 -0.0112 -0.0013 -0.0040 0.022
H -3.748351 2.638510 -1.020872 -0.0078 0.0103 0.0009 0.011
H -3.785794 0.906808 -0.697210 0.0013 -0.0147 0.0017 0.028
H -2.217656 -0.189653 -3.683074 -0.0351 -0.0043 0.0107 0.031
H -1.934626 -1.041073 -2.162466 -0.0134 -0.0099 0.0230 0.026
H -0.569631 -0.444354 -3.107597 0.0207 0.0221 -0.0179 -0.014
H -1.874027 2.643951 -4.097884 -0.0037 0.0074 -0.0122 0.024
H -0.209014 2.611920 -3.497496 0.0084 -0.0132 -0.0025 0.030
H -1.363007 3.775093 -2.838596 0.0062 0.0094 0.0066 0.015
H 1.157255 1.678105 1.373462 0.0069 -0.0162 0.0055 0.082
H 1.483472 3.565551 2.880663 0.0026 0.0012 0.0047 0.095
H 0.099490 5.624914 2.663295 0.0043 0.0005 -0.0044 0.082
H -1.615052 5.715020 0.864032 0.0003 0.0005 -0.0009 0.092
H -1.961806 3.835145 -0.625698 -0.0096 0.0004 0.0021 0.065
C -2.332640 -1.101466 4.454026 0.0033 -0.0337 -0.0018 -0.009
C -1.126996 -1.455749 3.605728 -0.0033 0.0260 -0.0114 -0.476
C -0.901635 -2.963049 3.597223 -0.0225 0.0158 -0.0184 -0.011
O -1.397434 -1.070217 2.236321 0.0502 0.0198 0.0346 0.088
B -0.202424 -0.673087 1.693618 -0.5460 0.1009 -0.0108 -0.847
O 0.786536 -0.509589 2.633157 -0.0759 -0.1643 -0.0130 0.068
C 0.165973 -0.648550 3.935020 0.0191 0.0234 -0.0039 -0.469
C -0.114576 0.759661 4.441639 -0.0170 -0.0274 0.0129 -0.011
C 1.138228 -1.362830 4.855163 -0.0177 0.0273 0.0059 -0.007
H -3.192698 -1.675969 4.109158 -0.0047 -0.0111 0.0053 0.091
H -2.576399 -0.044186 4.379795 -0.0062 0.0060 -0.0109 0.084
H -2.150610 -1.351882 5.501597 0.0052 0.0128 0.0110 0.092
H -1.767550 -3.438997 3.136970 -0.0111 -0.0008 0.0132 0.098
H -0.780715 -3.354447 4.608555 0.0218 -0.0054 0.0042 0.089
H -0.024779 -3.224717 3.003884 0.0048 -0.0012 -0.0120 0.083
H -0.823921 1.278800 3.797156 0.0118 0.0168 -0.0217 0.096
H 0.818161 1.323424 4.430401 -0.0004 0.0061 0.0044 0.091
H -0.501603 0.743620 5.462323 -0.0109 -0.0014 0.0016 0.090
H 1.504930 -2.281890 4.403822 -0.0027 -0.0123 -0.0020 0.088
H 0.658315 -1.599913 5.807478 0.0030 0.0031 0.0118 0.092
H 1.992457 -0.715291 5.053580 0.0083 0.0030 -0.0042 0.091
```
Forces are in eV/Å.

Calculated values
HOMO-LUMO gap, eV: 6.289
Total charge: -1

---

Entry 3:
Formula: CH3NOS
Source: the Open Molecules 2025 dataset
Level of theory: ωB97M-V/def2-TZVPD

```
7
Properties=species:S:1:pos:R:3:forces:R:3:lowdin_charge:R:1
C -0.313951 -0.066527 -0.035948 -3.1356 -0.6326 0.6728 0.072
N -2.159467 -0.495869 0.008377 4.7052 -0.6466 -0.5844 -0.805
O -2.361735 -1.682432 -0.025491 -0.2568 0.0353 0.1832 -0.073
S -3.123649 0.730914 -0.044351 -1.3359 1.3095 0.0813 0.679
H -0.313973 0.891148 0.455989 0.0587 0.2105 -0.0280 0.031
H -0.052132 -0.058465 -1.076347 -0.1046 -0.0387 -0.3543 0.047
H 0.114487 -0.864735 0.545828 0.0689 -0.2374 0.0293 0.048
```
Forces are in eV/Å.

Calculated values
HOMO-LUMO gap, eV: 8.758
Total charge: 0
ΔE to the lowest compared entry with this formula, charge and spin, kcal per mole: 91.36

---

Entry 4:
Formula: C31H49OSi
Source: the Open Molecules 2025 dataset
Level of theory: ωB97M-V/def2-TZVPD

```
82
Properties=species:S:1:pos:R:3:forces:R:3:lowdin_charge:R:1
C 0.786753 -2.186400 2.328991 -0.0397 0.0372 -0.1474 -0.086
C -0.268888 -1.794860 1.280721 0.2202 0.0895 -1.1408 -0.628
C -1.452480 -2.757369 1.375488 -0.1180 0.1473 0.2359 -0.104
C -0.674903 -0.341416 1.477358 -0.3186 0.0527 0.3942 -0.112
Si 0.413585 -1.902956 -0.539415 -0.4756 -0.2517 0.6284 0.547
C 2.071233 -1.042324 -0.555470 0.0207 -0.1058 -0.3720 -0.145
C 0.515884 -3.726781 -0.876819 0.2811 0.0993 -0.5193 -0.147
O -0.599674 -1.365167 -1.821397 0.0501 0.0830 0.4896 -0.113
C -1.335767 -0.330750 -2.288086 -0.8982 -0.6699 -1.6650 -0.437
C -1.315795 0.969380 -1.561665 -0.2218 0.6934 0.3346 -0.053
C -2.121035 -0.422382 -3.410979 1.1574 -0.1879 1.4111 0.052
H 1.688570 -1.566136 2.259934 -0.1444 -0.1287 0.0488 0.072
H 0.362018 -2.039749 3.334209 0.0795 -0.0476 -0.1767 0.089
H 1.074006 -3.243491 2.246651 -0.0023 0.2415 -0.0176 0.083
H -2.190955 -2.562314 0.587657 0.0251 -0.1104 0.1173 0.084
H -1.104490 -3.794350 1.290409 -0.2040 0.2219 0.0198 0.073
H -1.952028 -2.649434 2.348278 -0.0029 -0.0413 -0.1155 0.088
H -1.432041 -0.041935 0.743295 0.1365 -0.0068 0.2567 0.052
H -1.106815 -0.190991 2.475224 0.0374 0.0618 -0.0215 0.089
H 0.201535 0.315188 1.391003 -0.2191 0.0068 -0.0081 0.080
H 2.694227 -1.529655 0.215048 -0.1361 0.2597 -0.3644 0.041
H 2.531514 -1.198259 -1.542328 0.0717 0.1174 0.3032 0.041
H 2.031313 0.038914 -0.357177 -0.0029 -0.3306 -0.0144 0.036
H 1.209157 -4.187598 -0.162498 -0.1261 -0.0344 -0.1638 0.046
H -0.461040 -4.220748 -0.809104 0.2491 0.1729 -0.0088 0.040
H 0.897863 -3.869044 -1.895013 0.0136 -0.2057 0.1835 0.041
H -1.292815 1.781158 -2.302385 0.2236 -0.2883 0.3799 0.051
H -2.273330 1.083186 -1.022760 0.4668 -0.0021 0.1573 0.088
H -0.477690 1.064815 -0.853589 -0.3605 0.0651 -0.3817 0.081
H -2.700364 0.470735 -3.663947 0.2351 -0.3972 -0.1441 0.031
H -2.178850 -1.317823 -4.034599 -0.0556 0.3572 0.3481 0.064
C -3.595221 9.422355 0.406028 -0.1946 0.2198 0.1502 -0.047
C -3.457856 8.073765 -0.239083 0.0103 -0.2790 -0.1606 -0.259
C -3.344549 7.979134 -1.625373 0.1857 -0.2386 0.2523 -0.008
C -3.037501 6.774308 -2.259661 -0.2724 -0.0926 0.2745 -0.209
C -2.795314 6.856849 -3.740008 0.0169 0.2815 -0.6272 -0.052
C -2.942192 5.584098 -1.511171 0.0813 0.2238 0.0390 -0.115
C -2.488874 4.261404 -2.164195 -0.1068 0.0873 1.0097 -0.291
C -1.000811 4.390531 -2.528023 0.1465 0.1366 -0.0863 -0.039
C -3.368806 3.763276 -3.351205 0.0972 0.4100 -1.0533 -0.114
C -4.594714 3.020692 -2.996865 -0.8433 1.0330 0.0827 0.153
C -5.864438 3.285235 -3.586419 -0.3442 0.2169 -0.1059 -0.096
C -7.033903 3.576836 -2.784378 -0.5401 -1.1701 0.1896 -0.169
C -6.909570 3.873917 -1.322836 -0.1012 0.0666 0.2411 -0.020
C -8.298746 3.594914 -3.359207 0.3399 0.1026 0.2921 0.016
C -8.495964 3.433655 -4.735863 0.1774 0.0308 0.0808 -0.206
C -9.884515 3.400973 -5.309092 0.0529 0.0693 -0.2209 -0.020
C -7.356770 3.332173 -5.543962 -0.0087 -0.1237 0.1053 0.017
C -6.071459 3.300700 -5.016030 0.0999 0.3626 -0.2919 -0.162
C -4.939835 3.227147 -5.991245 0.3199 -0.3310 -0.3334 -0.023
C -3.096306 5.668661 -0.107215 -0.2272 -0.1656 -0.2758 -0.210
C -2.951545 4.455444 0.781039 -0.0145 -0.1121 0.3636 -0.044
C -3.376480 6.893356 0.504645 0.1392 0.0990 -0.2214 -0.001
H -3.686221 9.337128 1.495245 0.0006 0.0542 -0.2540 0.080
H -2.723068 10.057362 0.183087 -0.2620 -0.2577 0.0731 0.092
H -4.481591 9.942140 0.019377 0.1767 -0.0482 0.1427 0.087
H -3.448803 8.875141 -2.238086 0.1427 -0.1153 0.1675 0.127
H -2.092146 6.113238 -4.122082 -0.2655 0.1631 0.0154 0.062
H -3.725810 6.776894 -4.325900 0.1933 0.0021 0.1647 0.091
H -2.366326 7.841667 -3.971424 -0.1416 -0.2817 -0.0180 0.094
H -2.542325 3.504211 -1.375135 -0.0910 -0.0200 -0.2400 0.087
H -0.401888 4.451076 -1.609502 -0.2097 -0.0014 -0.1884 0.103
H -0.624646 3.548736 -3.114867 -0.0595 0.0567 0.0097 0.077
H -0.825908 5.312404 -3.087273 0.1841 -0.2758 0.1270 0.072
H -3.708084 4.621940 -3.952395 0.3063 -0.4173 0.0859 0.103
H -2.709864 3.178794 -4.020112 -0.1594 -0.1262 0.2274 0.143
H -4.558415 2.350217 -2.132239 -0.1122 0.4016 0.1288 0.145
H -7.903301 4.026561 -0.881837 0.3404 0.0474 -0.1233 0.092
H -6.454425 3.038443 -0.780514 0.1702 0.0607 -0.0368 0.094
H -6.301664 4.777113 -1.157419 -0.1542 -0.2976 0.0222 0.100
H -9.171374 3.719185 -2.709714 0.3693 0.1416 -0.2117 0.137
H -9.860764 3.310197 -6.399638 -0.0020 -0.1245 0.2310 0.087
H -10.457209 2.564426 -4.884622 0.1621 0.1902 -0.1105 0.103
H -10.435968 4.322569 -5.083924 0.1782 -0.1637 0.1314 0.100
H -7.495514 3.236567 -6.625470 0.1833 0.0655 0.3880 0.134
H -5.256843 2.739083 -6.922691 0.0425 0.2164 0.2683 0.099
H -4.579942 4.235168 -6.250667 -0.0905 -0.2548 0.1355 0.109
H -4.102502 2.648205 -5.601156 0.0147 0.1025 -0.1355 0.073
H -3.058848 4.752706 1.832540 0.0155 -0.1047 -0.2863 0.083
H -3.721481 3.694156 0.586632 0.1884 0.1151 -0.0217 0.078
H -1.965694 3.976541 0.691092 -0.2342 0.0924 -0.0570 0.087
H -3.508806 6.920685 1.591621 0.1572 0.0540 -0.3866 0.121
```
Forces are in eV/Å.

Calculated values
HOMO-LUMO gap, eV: 4.921
Total charge: +1

---

In eV, the total energy values for the records above are, in order, -80465.7529 -77156.7739 -15454.8471 -42861.0912.